1.
ORCA calculation (ωB97M-V/def2-TZVPD) on a cluster of 11 separate species, C32H52Cl6O24 in total.

Atoms and positions in Å:
Cl  -9.75  27.39  6.26
Cl  -10.05  20.35  1.08
Cl  -9.56  21.58  9.77
Cl  -8.28  24.79  4.52
Cl  -9.11  22.05  -1.65
Cl  -7.41  23.97  8.27
O  -12.51  25.57  2.83
O  -5.15  22.39  1.68
O  -14.51  19.81  7.19
O  -7.35  22.37  1.74
O  -10.18  22.14  6.47
O  -16.49  22.85  5.65
O  -16.06  18.22  7.13
O  -18.64  22.69  5.02
O  -13.05  24.28  1.15
O  -11.39  23.65  2.51
O  -14.46  20.35  2.43
O  -15.26  18.49  1.74
O  -12.33  22.64  6.90
O  -15.55  19.18  9.09
O  -7.10  18.31  4.59
O  -11.05  17.90  5.31
O  -18.04  22.56  7.18
O  -6.29  23.81  0.37
O  -16.71  20.11  2.25
O  -6.55  19.94  6.07
O  -11.74  21.41  5.12
O  -11.31  18.01  3.18
O  -7.46  18.01  6.73
O  -12.90  16.97  4.38
C  -11.04  21.50  0.16
C  -16.85  22.57  7.92
C  -6.27  22.96  1.19
C  -5.45  21.55  2.79
C  -7.17  22.21  8.60
C  -10.52  21.00  4.51
C  -15.79  23.04  6.89
C  -15.37  19.09  7.92
C  -15.54  18.33  5.81
C  -9.57  21.10  5.70
C  -11.49  22.13  6.24
C  -7.80  21.73  9.90
C  -11.49  18.78  7.55
C  -10.19  22.64  -0.37
C  -11.48  17.57  6.64
C  -17.80  22.66  5.88
C  -14.80  19.65  5.80
C  -13.89  25.46  0.93
C  -11.87  17.59  4.30
C  -15.73  16.39  0.67
C  -7.01  18.86  5.82
C  -6.99  21.46  2.72
C  -7.68  16.74  6.14
C  -15.59  19.70  2.16
C  -16.29  17.53  1.51
C  -14.54  21.71  2.82
C  -10.14  25.65  6.31
C  -12.00  17.73  1.98
C  -13.29  26.41  1.97
C  -12.23  24.43  2.20
C  -7.94  17.14  4.68
C  -9.98  25.04  4.93
H  -14.90  22.43  7.03
H  -7.41  21.58  3.72
H  -13.79  21.98  3.57
H  -9.55  23.05  0.41
H  -15.53  24.10  6.92
H  -7.25  20.47  2.34
H  -7.65  16.26  4.10
H  -9.52  20.25  6.38
H  -10.56  19.22  7.91
H  -16.55  21.61  8.33
H  -11.35  17.94  1.13
H  -16.58  17.07  2.46
H  -17.16  18.02  1.08
H  -12.02  18.47  8.46
H  -6.10  22.08  8.73
H  -12.32  16.69  1.92
H  -8.59  21.41  5.35
H  -10.53  24.11  4.83
H  -11.87  21.79  0.80
H  -15.45  16.62  -0.35
H  -16.35  18.41  5.08
H  -5.01  20.56  2.66
H  -13.80  25.64  -0.14
H  -10.48  19.96  4.19
H  -10.72  16.88  7.04
H  -16.56  15.68  0.62
H  -12.87  18.38  1.86
H  -7.44  20.69  9.92
H  -8.95  17.34  4.35
H  -14.15  26.71  2.57
H  -7.63  21.59  7.83
H  -15.42  20.45  5.40
H  -10.46  25.66  4.18
H  -12.74  27.30  1.69
H  -14.90  25.14  1.15
H  -14.95  17.46  5.54
H  -14.34  22.34  1.95
H  -11.55  21.02  -0.68
H  -13.89  19.58  5.20
H  -9.44  25.16  6.99
H  -5.06  21.97  3.71
H  -12.45  17.08  6.68
H  -8.52  16.20  6.56
H  -7.46  22.21  10.81
H  -14.96  15.88  1.24
H  -10.78  23.45  -0.78
H  -6.78  16.15  6.33
H  -12.14  19.51  7.07
H  -10.25  21.64  3.68
H  -11.13  25.44  6.71
H  -15.51  21.94  3.27
H  -16.89  23.21  8.80

Results
HOMO-LUMO gap (eV): 10.49
SMILES: CCOC(=O)OC.CCOC(=O)OC.O=C1OCCO1.O=C1OCCO1.O=C1OCCO1.O=C1OCCO1.O=C1OCCO1.O=C1OCCO1.ClCCCl.ClCCCl.ClCCCl
HOMO energy (eV): -10.34
LUMO energy (eV): 0.15

2.
ORCA calculation (ωB97M-V/def2-TZVPD) on a structure of composition C32H52N7O4ReS2SbSi.

Atoms and positions in Å:
Re  0.69  0.10  -0.28
Sb  0.63  2.23  -2.44
S  2.50  1.19  0.78
S  2.32  -0.76  -1.70
Si  0.09  -1.74  1.47
O  0.59  -4.86  -3.98
O  -0.60  -0.82  -1.57
O  -1.87  0.69  -2.62
O  -0.37  -5.36  -5.84
N  -0.21  -4.65  -4.87
N  -0.32  4.13  3.24
N  5.88  -0.63  -2.68
N  -0.17  2.79  1.19
N  6.14  1.87  0.58
N  -2.15  4.15  1.63
N  -0.04  5.24  1.10
C  1.31  -3.70  -0.32
C  3.83  -0.03  -1.21
C  -2.09  -3.26  -5.65
C  -1.64  2.91  1.05
C  -0.82  -2.56  -3.71
C  -1.78  4.18  3.05
C  -2.53  -0.72  0.86
C  -1.73  -1.31  2.03
C  1.27  -1.76  3.02
C  -2.52  -2.49  2.61
C  4.98  -0.37  -2.02
C  0.28  5.26  2.53
C  0.44  3.98  0.53
C  0.09  -3.49  0.58
C  2.63  -2.33  2.59
C  -1.07  -3.45  -4.74
C  -1.50  5.28  0.96
C  -2.89  -2.14  -5.53
C  -1.73  -0.23  3.12
C  0.06  -4.67  1.57
C  0.72  -2.61  4.19
C  -2.65  -1.22  -4.51
C  -1.61  -1.43  -3.61
C  -1.13  -3.67  -0.36
C  -1.38  -0.42  -2.54
C  5.15  1.39  0.26
C  3.90  0.79  -0.16
C  1.56  -0.37  3.65
C  0.88  1.36  -4.37
C  -0.79  3.70  -3.03
C  2.36  3.50  -2.49
C  0.18  2.90  2.63
H  3.33  -2.27  3.44
H  -2.23  3.33  3.56
H  -0.07  -5.59  0.99
H  -2.25  -3.99  -6.44
H  1.30  2.12  -5.03
H  -0.20  -2.20  4.60
H  1.36  5.22  2.65
H  0.53  -3.65  3.93
H  -1.28  -2.83  -1.02
H  -0.02  -2.76  -3.01
H  -2.12  2.07  1.55
H  1.29  -4.72  -0.72
H  3.15  3.13  -1.83
H  -1.35  -0.60  4.08
H  2.27  -3.56  0.20
H  0.69  0.06  4.13
H  -2.76  0.12  3.30
H  -2.16  5.10  3.50
H  -2.66  -1.42  0.04
H  -2.05  -3.86  0.18
H  -2.01  -2.96  3.45
H  -1.76  5.26  -0.10
H  -1.87  6.21  1.39
H  -3.53  -0.41  1.21
H  2.57  -3.37  2.29
H  2.07  4.51  -2.16
H  -0.09  6.19  2.96
H  1.27  2.88  2.72
H  -0.10  1.04  -4.75
H  0.17  3.97  -0.52
H  1.95  0.35  2.93
H  -0.90  4.47  -2.26
H  1.52  3.91  0.63
H  0.98  -4.77  2.14
H  -3.26  -0.33  -4.41
H  -1.89  2.88  -0.01
H  -1.75  3.21  -3.20
H  -0.43  4.16  -3.95
H  -2.07  0.19  0.44
H  -2.74  -3.26  1.88
H  1.31  -3.03  -1.18
H  1.55  0.50  -4.32
H  -3.70  -1.98  -6.22
H  -0.78  -4.61  2.28
H  3.07  -1.76  1.77
H  2.32  -0.50  4.42
H  -1.13  0.63  2.83
H  -0.95  -4.56  -0.99
H  2.73  3.55  -3.51
H  1.46  -2.61  5.00
H  -0.22  2.05  3.17
H  -3.49  -2.12  2.99

Results
HOMO-LUMO gap (spin up / spin down) (eV): 6.15 / 6.80
Spin multiplicity: 4
ΔE to the lowest compared entry with this formula, charge and spin (kcal/mol): 8.5
HOMO energy (spin up / spin down) (eV): -7.68 / -8.55
LUMO energy (spin up / spin down) (eV): -1.53 / -1.74

3.
ORCA calculation (ωB97M-V/def2-TZVPD) on a structure of composition C32H53AsINO12SSiTl.

Atoms and positions in Å:
Tl  0.50  -0.27  0.12
I  -4.04  -0.93  -1.66
As  -2.04  0.30  2.63
S  -0.30  -2.91  0.74
Si  -1.11  2.82  -0.78
O  0.23  -0.46  2.36
O  -0.70  2.94  -2.40
O  -0.72  1.35  -0.27
O  -0.45  4.05  0.06
O  -0.14  -0.89  -2.13
O  -1.93  0.90  4.14
O  1.00  -2.44  0.14
O  2.43  0.53  0.18
O  -1.31  -1.86  0.45
O  -2.73  3.10  -0.80
O  -2.79  -1.30  2.95
O  -0.70  -4.22  0.32
N  -1.43  0.26  -3.56
C  4.63  0.34  1.10
C  -0.02  3.92  -4.45
C  3.02  -1.44  -2.55
C  6.56  0.44  -0.38
C  -5.04  3.43  -0.59
C  4.32  0.29  -1.32
C  0.69  5.70  1.30
C  2.44  1.03  -2.89
C  5.71  0.36  -1.46
C  1.97  3.99  -0.01
C  6.00  0.40  0.89
C  -0.01  -4.04  3.21
C  -3.46  5.15  0.29
C  4.16  0.14  2.54
C  -2.45  3.66  -3.93
C  0.71  3.32  2.06
C  3.57  -1.26  2.70
C  0.50  -2.75  5.16
C  -3.70  3.65  0.09
C  0.25  -3.99  4.57
C  3.53  0.01  -2.58
C  -1.21  -0.77  -2.72
C  -1.06  5.35  -2.70
C  -2.32  -1.80  -2.59
C  3.75  0.36  -0.02
C  3.22  1.23  3.05
C  0.51  -1.58  4.43
C  0.73  4.24  0.84
C  -3.67  2.94  1.43
C  -1.06  3.97  -3.35
C  0.26  -1.61  3.05
C  0.00  -2.87  2.47
H  -4.16  5.54  1.04
H  3.65  2.23  2.89
H  5.07  0.19  3.15
H  -2.67  3.01  1.88
H  -0.22  -4.98  2.71
H  2.08  2.92  -0.22
H  1.64  1.03  -2.16
H  4.25  0.07  -3.40
H  2.86  2.04  -2.92
H  2.87  4.34  0.51
H  0.68  -2.70  6.23
H  -1.82  5.41  -1.92
H  3.26  -1.44  3.74
H  -2.87  4.54  -4.40
H  4.30  -2.02  2.41
H  0.97  4.13  -4.03
H  3.87  -2.12  -2.47
H  0.62  6.35  0.43
H  -5.85  3.81  0.04
H  -4.39  3.39  2.12
H  3.05  1.11  4.13
H  1.88  4.53  -0.96
H  -0.19  5.87  1.93
H  -2.39  2.86  -4.68
H  -0.19  3.50  2.67
H  2.69  -1.39  2.07
H  -2.37  0.41  -3.88
H  2.37  -1.62  -1.70
H  -0.25  4.67  -5.21
H  -0.09  5.54  -2.23
H  -5.07  3.95  -1.55
H  -0.90  1.10  -3.35
H  0.70  2.28  1.74
H  2.25  1.19  2.56
H  0.24  -4.89  5.17
H  -1.25  6.12  -3.46
H  1.99  0.82  -3.87
H  -5.20  2.37  -0.76
H  -3.11  3.34  -3.12
H  6.65  0.39  1.76
H  7.63  0.51  -0.51
H  6.12  0.33  -2.47
H  0.01  2.94  -4.92
H  -2.65  -2.15  -3.56
H  2.45  -1.68  -3.45
H  -2.44  5.33  0.63
H  1.59  3.48  2.68
H  -3.63  5.70  -0.64
H  -2.84  -1.77  2.10
H  -2.00  -2.62  -1.96
H  1.59  5.95  1.87
H  0.66  -0.61  4.89
H  -3.91  1.88  1.31

Results
HOMO-LUMO gap (eV): 7.28
Total charge: -1
ΔE to the lowest compared entry with this formula, charge and spin (kcal/mol): 15.1
HOMO energy (eV): -5.38
LUMO energy (eV): 1.90

4.
ORCA calculation (ωB97M-V/def2-TZVPD) on a cluster of 10 separate species, C32H53Br6O19 in total.

Atoms and positions in Å:
Br  10.33  15.60  11.91
Br  9.89  13.46  1.54
Br  14.03  15.82  9.16
Br  6.70  17.58  3.01
Br  9.05  21.48  3.69
Br  8.56  11.43  4.00
O  3.89  21.95  4.64
O  6.20  18.00  11.16
O  3.30  16.53  8.01
O  9.29  19.44  13.50
O  12.03  11.24  8.01
O  12.72  11.42  5.91
O  4.10  19.94  5.56
O  4.27  18.89  10.39
O  4.82  16.77  9.95
O  4.38  15.78  6.18
O  4.29  14.52  7.97
O  11.61  9.60  6.56
O  6.97  12.68  11.47
O  10.45  14.97  7.85
O  7.74  11.40  9.81
O  9.05  12.93  10.70
O  9.72  18.84  11.39
O  4.51  21.70  6.82
O  9.95  20.96  12.00
C  8.10  18.79  3.64
C  12.57  12.56  7.90
C  11.79  16.36  10.84
C  12.11  10.65  6.82
C  7.57  20.21  3.72
C  8.70  11.10  7.67
C  10.06  19.53  10.16
C  6.83  16.73  11.04
C  4.20  19.39  6.89
C  4.32  20.65  7.76
C  13.30  12.56  6.56
C  5.25  13.83  7.17
C  6.75  16.00  12.35
C  3.90  15.67  7.43
C  9.62  19.72  12.40
C  9.87  12.30  9.72
C  6.03  16.01  9.96
C  10.26  20.98  10.62
C  4.16  21.29  5.60
C  13.05  13.82  5.78
C  5.00  14.54  5.82
C  12.53  15.19  10.24
C  5.42  18.49  6.88
C  8.51  15.71  6.67
C  5.04  17.99  10.48
C  9.02  11.15  9.14
C  10.61  13.33  3.37
C  4.86  12.36  7.26
C  9.09  15.03  7.91
C  7.85  12.35  10.73
C  8.88  19.34  9.19
C  9.53  13.08  4.38
H  5.95  14.70  5.30
H  11.86  14.59  9.63
H  13.23  12.82  8.73
H  8.04  19.92  9.56
H  8.82  13.89  4.27
H  8.13  10.20  7.49
H  11.33  16.92  10.03
H  13.57  13.83  4.81
H  9.61  10.99  7.06
H  5.57  11.70  6.77
H  10.84  12.01  10.13
H  7.11  20.31  4.70
H  11.45  12.64  3.30
H  8.88  18.72  2.89
H  14.37  12.46  6.77
H  11.99  14.00  5.61
H  12.99  14.57  11.00
H  5.41  17.76  6.06
H  8.58  18.30  9.17
H  4.38  14.00  5.10
H  11.27  21.34  10.39
H  5.12  20.61  8.49
H  7.49  15.19  12.35
H  8.94  16.69  6.46
H  8.20  12.02  7.35
H  7.12  16.59  13.20
H  8.79  15.67  8.77
H  8.62  15.10  5.77
H  8.46  18.41  4.60
H  7.42  15.82  6.73
H  9.27  19.49  8.18
H  3.44  20.81  8.39
H  5.84  14.97  10.22
H  9.35  10.20  9.57
H  6.36  19.05  6.86
H  6.49  16.08  8.97
H  11.81  13.36  7.92
H  9.61  21.68  10.09
H  8.55  14.08  8.13
H  3.88  12.16  6.83
H  6.89  20.43  2.91
H  12.36  17.01  11.50
H  9.86  12.98  5.41
H  10.96  19.13  9.71
H  5.77  15.64  12.64
H  13.43  14.69  6.32
H  6.25  14.02  7.56
H  3.31  18.82  7.14
H  5.51  17.82  7.74
H  11.13  14.29  3.47
H  7.87  16.81  10.71
H  10.07  13.04  8.93
H  4.82  12.15  8.33

Results
HOMO-LUMO gap (eV): 7.04
Total charge: -1
HOMO energy (eV): -5.21
LUMO energy (eV): 1.83

| no. | F_max (eV Å⁻¹) |
| --- | --- |
| 1 | 2.28 |
| 2 | 0.89 |
| 3 | 0.75 |
| 4 | 1.78 |